[1]
C33H67N7O3 | ωB97M-V with the def2-TZVPD basis set

Positions of all 110 atoms, in Å:
N (-1.1335, -1.3800, -2.2939)
C (-0.4068, -0.2913, -1.6332)
C (-1.1972, 1.0106, -1.3805)
C (-2.6675, 0.9408, -1.5096)
C (-3.4069, 2.1095, -1.2890)
N (-4.7168, 1.7926, -1.4362)
C (-4.7764, 0.4453, -1.7436)
C (-6.0458, -0.3346, -1.9646)
N (-5.8149, -1.7583, -2.1458)
N (-3.4903, -0.0437, -1.7674)
H (-1.0418, -2.2432, -1.7842)
H (-0.9135, -1.4855, -3.2701)
H (-0.0070, -0.6413, -0.6836)
H (0.4575, -0.0301, -2.2475)
H (-0.8231, 1.8044, -2.0331)
H (-0.9584, 1.3569, -0.3674)
H (-3.0248, 3.0776, -1.0271)
H (-5.4896, 2.4187, -1.3197)
H (-6.6972, -0.2137, -1.0885)
H (-6.5771, 0.1078, -2.8112)
H (-5.0163, -2.0513, -1.6044)
H (-5.7042, -2.0086, -3.1172)
H (-3.1619, -0.9880, -1.9337)
C (4.6867, 1.4349, 2.0538)
C (3.3464, 1.7325, 1.3644)
C (2.9112, 3.1502, 1.7325)
C (2.5014, 3.2688, 3.1981)
C (1.4278, 2.2411, 3.5563)
C (1.7173, 0.8051, 3.0980)
N (2.3011, 0.7261, 1.7249)
O (1.3368, 0.8282, 0.8713)
C (2.6612, 0.0958, 4.0895)
C (0.4129, 0.0137, 3.2176)
C (3.6942, 1.6633, -0.1204)
H (5.4812, 2.0272, 1.5994)
H (4.7143, 1.6873, 3.1107)
H (4.9576, 0.3835, 1.9437)
H (2.0728, 3.4649, 1.1014)
H (3.7234, 3.8497, 1.5268)
H (3.3674, 3.1526, 3.8538)
H (2.1156, 4.2723, 3.3869)
H (1.2665, 2.2540, 4.6357)
H (0.4880, 2.5784, 3.1050)
H (2.9198, -0.9006, 3.7279)
H (2.1768, -0.0275, 5.0581)
H (3.5835, 0.6348, 4.2877)
H (-0.4064, 0.4802, 2.6704)
H (0.1019, -0.0401, 4.2598)
H (0.5329, -1.0077, 2.8518)
H (4.0373, 0.6638, -0.3942)
H (4.4962, 2.3628, -0.3541)
H (2.8565, 1.9251, -0.7670)
C (-11.4141, -3.6482, 0.7434)
C (-10.4979, -4.8855, 0.8303)
C (-9.4538, -4.6473, 1.9221)
C (-8.4407, -3.5741, 1.5295)
C (-7.7899, -3.8996, 0.1842)
C (-8.7588, -4.2920, -0.9377)
N (-9.8583, -5.1899, -0.4839)
O (-9.3936, -6.3952, -0.4317)
C (-9.3694, -3.0377, -1.5943)
C (-7.9274, -4.9148, -2.0649)
C (-11.4460, -6.0063, 1.2525)
H (-12.0442, -3.5846, 1.6303)
H (-10.8808, -2.7016, 0.7038)
H (-12.0727, -3.7086, -0.1242)
H (-8.9202, -5.5767, 2.1438)
H (-9.9490, -4.3544, 2.8503)
H (-8.9131, -2.5883, 1.4914)
H (-7.6672, -3.5058, 2.2978)
H (-7.1843, -3.0483, -0.1351)
H (-7.0876, -4.7226, 0.3548)
H (-10.1082, -3.3192, -2.3461)
H (-8.5958, -2.4574, -2.1000)
H (-9.8422, -2.3536, -0.8931)
H (-7.3166, -5.7473, -1.7187)
H (-7.2397, -4.1774, -2.4788)
H (-8.5607, -5.2728, -2.8779)
H (-12.2154, -6.1685, 0.4960)
H (-11.9453, -5.7444, 2.1850)
H (-10.9337, -6.9508, 1.4264)
C (10.4441, 1.7380, 0.3533)
C (9.1776, 1.6721, -0.5233)
C (9.5671, 1.1547, -1.9074)
C (10.3995, 2.1654, -2.6914)
C (9.6908, 3.5164, -2.7762)
C (9.1390, 4.0511, -1.4480)
N (8.4930, 3.0003, -0.6048)
O (7.2945, 2.8102, -1.0588)
C (10.2525, 4.7390, -0.6323)
C (8.1784, 5.1949, -1.7791)
C (8.3043, 0.6436, 0.1903)
H (10.7892, 0.7318, 0.5905)
H (11.2898, 2.2244, -0.1245)
H (10.2421, 2.2475, 1.2968)
H (8.6702, 0.9071, -2.4845)
H (10.1298, 0.2238, -1.8086)
H (11.3882, 2.2862, -2.2415)
H (10.5739, 1.7868, -3.7002)
H (10.3722, 4.2504, -3.2104)
H (8.8663, 3.4092, -3.4885)
H (9.8742, 5.0593, 0.3397)
H (10.6114, 5.6291, -1.1490)
H (11.1307, 4.1201, -0.4676)
H (7.3975, 4.8911, -2.4746)
H (8.7198, 6.0126, -2.2536)
H (7.7025, 5.5871, -0.8788)
H (8.0437, 0.9847, 1.1945)
H (8.8344, -0.3030, 0.2889)
H (7.3807, 0.4238, -0.3448)

Calculated values
HOMO energy (spin up / spin down) = -10.00 / -10.78 eV
Expectation value of S² = 3.76
Spin multiplicity = 4
Kohn-Sham gap (spin up / spin down) = 7.6 / 8.4 eV
Charge = +1
Energy = -1906.1857 Eh


[2]
C33H68ClNO30 | ωB97M-V with the def2-TZVPD basis set

Positions of all 133 atoms, in Å:
C (1.1768, -1.3028, 1.9152)
C (1.0580, -0.1141, 0.9462)
C (2.2700, -0.0477, -0.0097)
C (2.0605, 0.9352, -1.1292)
C (0.8141, 0.4153, -1.9040)
C (-0.5217, 0.3092, -1.1396)
N (-0.2426, -0.3501, 0.1686)
O (-1.1361, -0.6836, 0.9202)
C (-1.4961, -0.4167, -2.0716)
C (-1.0974, 1.7449, -0.8765)
C (0.9122, 1.2485, 1.6593)
H (2.2554, -1.3842, 2.0517)
H (0.8629, -2.2750, 1.5431)
H (0.7642, -1.0427, 2.8855)
H (2.6630, -1.0097, -0.3428)
H (3.0676, 0.3530, 0.6196)
H (2.7713, 0.9191, -1.9527)
H (1.9120, 1.9138, -0.6777)
H (1.0953, -0.5712, -2.2826)
H (0.5712, 1.0000, -2.7922)
H (-2.5231, -0.3107, -1.7217)
H (-1.3600, -1.4993, -2.1071)
H (-1.3925, -0.1458, -3.1190)
H (-1.5607, 2.0520, -1.8154)
H (-0.3942, 2.5664, -0.7336)
H (-1.8741, 1.8374, -0.1173)
H (0.6795, 2.1298, 1.0615)
H (1.8538, 1.5474, 2.1221)
H (0.1330, 1.3147, 2.4205)
Cl (5.6434, 3.0502, -2.3647)
O (5.6669, 1.9285, -3.2749)
O (5.1398, 4.2281, -3.0126)
O (4.8187, 2.8637, -1.1808)
O (6.9715, 3.3074, -1.8303)
C (-7.7453, 1.8907, 1.0470)
C (-7.1658, 3.1893, 1.5689)
O (-5.7687, 3.0307, 1.5415)
C (-5.4932, 2.0667, 0.6711)
O (-4.4227, 1.6358, 0.3816)
O (-6.6598, 1.5149, 0.2082)
H (-8.6799, 2.1177, 0.5396)
H (-7.8476, 1.1172, 1.8075)
H (-7.4505, 3.2423, 2.6225)
H (-7.4341, 4.1271, 1.0857)
C (2.2076, -1.1932, 6.5615)
C (0.9810, -1.1240, 7.4313)
O (-0.1467, -1.3457, 6.5299)
C (0.3935, -1.9866, 5.4392)
O (-0.2506, -2.5656, 4.6217)
O (1.7150, -2.0499, 5.5566)
H (3.0952, -1.6559, 6.9844)
H (2.4590, -0.2236, 6.1278)
H (0.8737, -0.1195, 7.8407)
H (0.9595, -1.8073, 8.2789)
C (-2.1587, -4.7776, 2.3338)
C (-1.9251, -5.9185, 1.3464)
O (-1.6498, -5.1804, 0.1713)
C (-2.1701, -3.9452, 0.2756)
O (-2.1603, -3.1433, -0.6144)
O (-2.6543, -3.7493, 1.5054)
H (-1.2486, -4.4555, 2.8441)
H (-2.8874, -5.0060, 3.1091)
H (-2.8467, -6.4580, 1.1081)
H (-1.1566, -6.6545, 1.5632)
C (-1.2312, -1.7702, -5.6917)
C (-0.8337, -1.7685, -7.1673)
O (0.5675, -1.7165, -7.1139)
C (0.8485, -1.0790, -5.9138)
O (1.7973, -0.3792, -5.7860)
O (-0.1424, -1.1974, -4.9935)
H (-1.3386, -2.7836, -5.3014)
H (-2.1953, -1.2655, -5.6383)
H (-1.4676, -0.9969, -7.6083)
H (-1.2245, -2.7245, -7.5180)
C (1.2526, 4.7638, -2.2229)
C (0.2486, 5.7386, -1.6679)
O (-0.6785, 5.9333, -2.7503)
C (-0.5360, 4.9624, -3.6286)
O (-1.2807, 4.6458, -4.5062)
O (0.6339, 4.2789, -3.4110)
H (1.3709, 3.9626, -1.4946)
H (2.2196, 5.1457, -2.5480)
H (0.5942, 6.6718, -1.2354)
H (-0.4237, 5.2270, -0.9740)
C (7.8663, 0.4750, -0.3222)
C (7.5808, -0.8934, -0.9584)
O (6.3856, -1.3237, -0.3402)
C (6.0800, -0.5249, 0.6924)
O (5.0992, -0.6976, 1.3559)
O (7.0267, 0.4242, 0.8478)
H (7.4744, 1.2068, -1.0256)
H (8.9465, 0.5654, -0.2461)
H (8.3566, -1.6273, -0.7433)
H (7.4123, -0.7093, -2.0173)
O (3.9401, -2.9839, 2.3149)
H (4.3826, -2.1682, 2.0258)
H (4.6121, -3.4668, 2.8040)
O (2.4940, 4.2387, 1.3015)
H (2.9596, 4.6517, 2.0351)
H (3.0995, 3.5555, 0.9871)
O (-0.0529, 5.2452, 2.5307)
H (0.7283, 4.6825, 2.5348)
H (0.2950, 6.1400, 2.4906)
O (-3.2461, -3.8235, -3.1966)
H (-3.9317, -3.3882, -2.6836)
H (-2.4957, -3.8795, -2.5933)
C (1.8325, -6.8198, -0.2444)
C (2.0978, -5.3266, -0.2051)
O (2.3167, -4.9934, 1.1594)
H (1.4603, -7.1734, 0.7164)
H (2.7932, -7.2994, -0.4335)
H (1.1124, -7.1085, -1.0105)
H (1.2714, -4.7460, -0.6299)
H (2.9446, -5.0887, -0.8548)
H (2.9786, -4.3087, 1.3339)
C (-4.0469, 2.4298, -2.6714)
C (-5.4017, 2.2996, -3.3321)
O (-5.9174, 3.4612, -3.9247)
H (-3.8559, 1.5994, -1.9972)
H (-4.1006, 3.3719, -2.1183)
H (-3.2474, 2.5013, -3.4119)
H (-6.0669, 1.7970, -2.6287)
H (-5.2583, 1.5452, -4.1196)
H (-5.3437, 3.6563, -4.6714)
C (-3.1877, 0.0518, 3.3192)
C (-2.3899, 0.4351, 4.5719)
O (-1.3248, 1.2512, 4.0553)
H (-3.0908, -1.0175, 3.1305)
H (-2.8974, 0.5684, 2.4054)
H (-4.2449, 0.3042, 3.4245)
H (-2.1312, -0.4865, 5.0950)
H (-2.9750, 1.0341, 5.2740)
H (-0.8456, 1.6310, 4.7993)

Calculated values
HOMO energy = -8.32 eV
Kohn-Sham gap = 5.6 eV
Charge = 0
Energy = -4069.9385 Eh


[3]
C33H69F5N9O18P3 | ωB97M-V with the def2-TZVPD basis set

Positions of all 137 atoms, in Å:
C (-2.7555, 5.7959, 2.0763)
C (-2.2939, 7.1511, 2.6028)
O (-0.9965, 7.0538, 2.2774)
C (-0.5806, 5.8226, 2.1558)
O (0.5403, 5.4945, 1.8928)
O (-1.6821, 4.9957, 2.2311)
F (-2.3595, 7.1964, 3.9434)
H (-2.9555, 5.8704, 1.0074)
H (-3.7181, 5.5579, 2.5289)
H (-2.9573, 7.8917, 2.1562)
C (2.8613, 5.9411, -0.3288)
C (4.1277, 6.3539, -1.0680)
O (3.9247, 5.8387, -2.3227)
C (2.8287, 5.0876, -2.4040)
O (2.5764, 4.3193, -3.2901)
O (2.1990, 5.1739, -1.2543)
F (5.2811, 5.8538, -0.5071)
H (2.2091, 6.7070, 0.0908)
H (2.9733, 5.1213, 0.3808)
H (4.1548, 7.4386, -1.1713)
C (-1.9854, 2.5299, 4.8116)
C (-2.8448, 1.2885, 5.0866)
O (-2.0897, 0.6248, 6.0742)
C (-0.8419, 1.1257, 6.0942)
O (0.0121, 0.7842, 6.8511)
O (-0.7447, 2.0547, 5.0889)
F (-2.9813, 0.4574, 3.9836)
H (-2.1981, 3.3638, 5.4804)
H (-2.1807, 2.8748, 3.7962)
H (-3.8328, 1.4999, 5.4955)
C (-2.8446, 4.3422, -3.6119)
C (-1.4870, 4.5552, -4.2727)
O (-0.7062, 4.8647, -3.2079)
C (-1.3909, 5.2178, -2.1384)
O (-0.9878, 5.7830, -1.1103)
O (-2.5773, 4.6979, -2.2205)
F (-1.7789, 5.6436, -4.9995)
H (-3.1824, 3.3363, -3.8609)
H (-3.5834, 5.0430, -4.0009)
H (-1.0199, 3.7802, -4.8803)
C (0.2058, 2.6359, 0.3000)
C (-0.0815, 1.9339, 1.6588)
O (1.2250, 1.8609, 2.2191)
C (2.0900, 1.9303, 1.1040)
O (3.2774, 1.7733, 1.0569)
O (1.3999, 1.9830, 0.0280)
F (-0.6286, 0.7436, 1.3680)
H (0.3987, 3.7022, 0.4179)
H (-0.5198, 2.4155, -0.4829)
H (-0.6595, 2.4501, 2.4254)
O (2.9211, 1.2124, -6.0460)
P (2.6094, 0.2951, -4.8748)
N (0.9333, 0.2097, -4.3977)
C (0.3034, 1.3958, -3.9517)
C (-0.0764, -0.4515, -5.4029)
N (3.3099, 0.5973, -3.3639)
C (4.4783, 1.5335, -3.3390)
C (2.7504, 0.2471, -2.0527)
N (2.8613, -1.4403, -5.1098)
C (3.9414, -1.8492, -5.9899)
C (2.5266, -2.4140, -4.0677)
H (-0.7679, 1.2805, -3.7868)
H (0.4879, 2.3127, -4.5114)
H (0.5449, 1.7552, -2.9514)
H (0.0371, -1.5265, -5.2624)
H (0.2081, -0.1747, -6.4181)
H (-1.1497, -0.3019, -5.2858)
H (4.1768, 2.5139, -2.9703)
H (5.0538, 1.0540, -2.5471)
H (4.8952, 1.5805, -4.3450)
H (3.0180, 1.1307, -1.4733)
H (1.6786, 0.0714, -2.1444)
H (3.2602, -0.6002, -1.5943)
H (3.6329, -2.7365, -6.5427)
H (4.1920, -1.0069, -6.6347)
H (4.7868, -2.1417, -5.3671)
H (1.9416, -3.2295, -4.4929)
H (1.8238, -2.0877, -3.3010)
H (3.4724, -2.8726, -3.7791)
O (3.2049, -4.7029, 3.4070)
P (2.3093, -3.6998, 4.0007)
N (1.9582, -2.3071, 3.0611)
C (1.6664, -1.0560, 3.6978)
C (1.4589, -2.2796, 1.7748)
N (2.8137, -3.0751, 5.5232)
C (4.1262, -3.3294, 6.0451)
C (1.8103, -2.3898, 6.4432)
N (0.7306, -4.3929, 4.3737)
C (-0.5233, -3.9353, 3.9481)
C (0.6460, -5.5687, 5.3209)
H (0.6861, -1.0470, 4.1743)
H (1.7030, -0.3053, 2.9084)
H (2.4658, -0.8322, 4.4042)
H (1.6987, -3.0814, 1.0764)
H (1.9921, -1.5172, 1.2069)
H (0.3922, -2.0583, 1.7377)
H (4.8475, -3.1504, 5.2477)
H (4.3813, -2.8813, 7.0054)
H (4.1053, -4.3974, 6.2620)
H (0.8039, -2.5095, 6.0420)
H (1.7663, -2.9023, 7.4042)
H (2.1510, -1.3567, 6.5124)
H (-0.5093, -3.3268, 3.0439)
H (-1.1040, -4.7984, 3.6226)
H (-0.9922, -3.3837, 4.7630)
H (-0.2699, -5.4198, 5.8927)
H (1.4570, -5.6943, 6.0383)
H (0.8064, -6.5022, 4.7814)
O (-3.6756, -1.6781, -2.7473)
P (-3.5374, -3.0087, -2.0008)
N (-2.2354, -3.9936, -2.4124)
C (-0.9052, -3.5739, -2.9217)
C (-2.0648, -5.3784, -2.0784)
N (-4.9007, -3.9624, -2.1989)
C (-5.1785, -4.6072, -3.4810)
C (-6.1095, -3.4816, -1.6518)
N (-3.2294, -2.7972, -0.3765)
C (-3.4686, -3.9097, 0.5296)
C (-2.0470, -2.0501, 0.0182)
H (-0.3353, -4.3357, -3.4535)
H (-0.2607, -3.2344, -2.1108)
H (-1.1238, -2.7048, -3.5422)
H (-3.0171, -5.6455, -1.6201)
H (-1.1865, -5.5513, -1.4565)
H (-1.9085, -5.9565, -2.9891)
H (-5.6964, -3.8687, -4.0929)
H (-4.2101, -4.8596, -3.9131)
H (-5.7032, -5.5522, -3.3404)
H (-6.0360, -3.4072, -0.5669)
H (-6.2487, -2.4772, -2.0515)
H (-6.9262, -4.1591, -1.9010)
H (-4.4577, -4.3667, 0.5606)
H (-2.6724, -4.6533, 0.5643)
H (-3.3606, -3.4886, 1.5291)
H (-1.4633, -1.5806, -0.7737)
H (-1.2402, -2.7226, 0.3099)
H (-2.0738, -1.4123, 0.9016)

Calculated values
HOMO energy (spin up / spin down) = -9.61 / -9.61 eV
Expectation value of S² = 0.76
Spin multiplicity = 2
Kohn-Sham gap (spin up / spin down) = 7.7 / 2.9 eV
Charge = +1
Energy = -4669.0702 Eh


[4]
C33H70N3O6P2 | ωB97M-V with the def2-TZVPD basis set

Positions of all 114 atoms, in Å:
C (0.0886, -1.0303, 0.2125)
C (0.2144, 0.4115, 0.7577)
C (-0.3082, 1.4681, -0.2220)
C (-1.7803, 1.9127, -0.0263)
C (-2.6159, 0.9893, 0.8720)
P (-4.4171, 1.2748, 0.6251)
C (-5.2015, -0.3278, 1.1387)
P (-5.0094, -1.7605, 0.0807)
O (-5.7266, -2.9369, 0.5675)
O (-3.4428, -2.0475, -0.1020)
O (-5.5160, -1.2746, -1.3609)
H (-0.4799, -1.0404, -0.7169)
H (1.0782, -1.4358, 0.0170)
H (-0.4298, -1.6632, 0.9306)
H (1.2724, 0.6177, 0.9214)
H (-0.2538, 0.4898, 1.7343)
H (0.3204, 2.3576, -0.1940)
H (-0.2102, 1.0801, -1.2368)
H (-1.8224, 2.9209, 0.3829)
H (-2.2545, 1.9781, -1.0037)
H (-2.3656, -0.0509, 0.6897)
H (-2.4189, 1.2062, 1.9196)
H (-4.5752, 1.2442, -0.7775)
H (-6.2749, -0.1502, 1.1738)
H (-4.8588, -0.5544, 2.1446)
H (-2.9642, -1.3812, -0.5997)
H (-4.8438, -0.8548, -1.8977)
C (1.5616, -2.8633, 6.2786)
C (1.4609, -1.8477, 5.1152)
C (2.7814, -1.7801, 4.3432)
C (3.8921, -1.0291, 5.0755)
C (3.4117, 0.3467, 5.5337)
C (2.1388, 0.2803, 6.3776)
N (1.0977, -0.4853, 5.6217)
O (0.5440, 0.2429, 4.7178)
C (2.4303, -0.3507, 7.7471)
C (1.6118, 1.6842, 6.6409)
C (0.3551, -2.3331, 4.1896)
H (0.9853, -2.5357, 7.1424)
H (1.1572, -3.8267, 5.9728)
H (2.5882, -3.0379, 6.5992)
H (2.6012, -1.2943, 3.3787)
H (3.1000, -2.8012, 4.1240)
H (4.2545, -1.6110, 5.9273)
H (4.7458, -0.9106, 4.4059)
H (4.1888, 0.8504, 6.1127)
H (3.2198, 0.9679, 4.6534)
H (1.5095, -0.4708, 8.3188)
H (3.0906, 0.3100, 8.3087)
H (2.9237, -1.3164, 7.6920)
H (1.4668, 2.2450, 5.7210)
H (2.3312, 2.2213, 7.2590)
H (0.6607, 1.6490, 7.1734)
H (-0.6074, -2.3494, 4.7032)
H (0.5843, -3.3493, 3.8698)
H (0.2481, -1.7189, 3.2979)
C (3.0160, -5.9318, -3.3387)
C (2.9241, -4.8176, -2.2687)
C (2.6221, -3.4644, -2.9178)
C (3.8124, -2.8300, -3.6365)
C (5.0360, -2.7803, -2.7229)
C (5.3987, -4.1473, -2.1445)
N (4.1915, -4.7264, -1.4793)
O (4.0067, -4.2420, -0.3043)
C (5.9398, -5.0706, -3.2461)
C (6.5021, -4.0031, -1.1058)
C (1.7876, -5.1816, -1.3222)
H (3.7652, -6.6758, -3.0726)
H (2.0642, -6.4538, -3.4215)
H (3.2541, -5.5474, -4.3302)
H (2.2750, -2.7750, -2.1413)
H (1.7923, -3.5912, -3.6168)
H (4.0416, -3.3729, -4.5575)
H (3.5486, -1.8157, -3.9413)
H (5.9004, -2.3873, -3.2625)
H (4.8364, -2.0891, -1.8983)
H (6.1244, -6.0709, -2.8531)
H (6.8871, -4.6723, -3.6092)
H (5.2849, -5.1605, -4.1077)
H (6.2416, -3.2870, -0.3303)
H (7.4097, -3.6568, -1.6001)
H (6.7146, -4.9606, -0.6293)
H (2.0010, -6.1115, -0.7940)
H (0.8784, -5.3176, -1.9071)
H (1.6040, -4.4043, -0.5840)
C (-3.5225, 6.9953, -2.5063)
C (-2.8922, 5.6534, -2.9473)
C (-2.5412, 5.6809, -4.4385)
C (-3.7475, 5.5545, -5.3691)
C (-4.5996, 4.3427, -4.9946)
C (-5.0303, 4.3563, -3.5285)
N (-3.8172, 4.5122, -2.6692)
O (-3.1949, 3.4019, -2.5056)
C (-6.0552, 5.4729, -3.2818)
C (-5.7040, 3.0457, -3.1574)
C (-1.6199, 5.4495, -2.1351)
H (-4.2878, 6.8431, -1.7469)
H (-2.7637, 7.6417, -2.0685)
H (-3.9681, 7.5450, -3.3348)
H (-1.8476, 4.8613, -4.6512)
H (-2.0030, 6.6088, -4.6432)
H (-4.3486, 6.4672, -5.3497)
H (-3.3967, 5.4458, -6.3967)
H (-5.4926, 4.2930, -5.6207)
H (-4.0256, 3.4313, -5.1883)
H (-6.3042, 5.5394, -2.2223)
H (-6.9693, 5.2412, -3.8278)
H (-5.7281, 6.4531, -3.6160)
H (-5.0731, 2.1889, -3.3853)
H (-6.6330, 2.9317, -3.7154)
H (-5.9401, 3.0237, -2.0924)
H (-1.8456, 5.3600, -1.0716)
H (-0.9732, 6.3146, -2.2792)
H (-1.0742, 4.5610, -2.4446)

Calculated values
HOMO energy (spin up / spin down) = -8.19 / -8.57 eV
Expectation value of S² = 3.76
Spin multiplicity = 4
Kohn-Sham gap (spin up / spin down) = 8.5 / 8.8 eV
Charge = 0
Energy = -2597.7060 Eh